## A
Here is a structure of composition C37H27Cl2N9O2W from OMol25. Energies are from ωB97M-V with the def2-TZVPD basis set.

Results
Lowest unoccupied orbital energy (alpha / beta) ... -6.72 / -6.85 eV
Charge ... +2
Kohn-Sham gap (alpha / beta) ... 5.39 / 5.17 eV

Geometry as XYZ:
```
78
C37H27Cl2N9O2W, DFT ωB97M-V with the def2-TZVPD basis set
W -0.41303 -0.08868 0.12084
Cl -7.19312 1.44621 0.61602
Cl -6.02237 2.53999 3.31964
O -0.25602 2.87069 3.23019
O -3.25193 1.47557 -2.58268
N 1.36086 -1.28091 0.23395
N -0.23940 -1.46585 -1.75307
N 0.10178 1.19199 -1.53733
N -1.70002 -2.01686 0.36972
N -3.02336 -3.55285 -0.48955
N -1.41393 1.32078 1.36117
N 1.18822 0.99348 0.94597
N -0.43825 -0.69020 2.52116
N -2.25135 0.51196 -0.72895
C 2.67658 -3.19470 -0.34087
C -0.27961 0.50265 4.59721
C -3.30334 0.85909 0.16261
C -2.27856 1.18612 -1.93271
C -0.51349 -1.86131 4.61062
C -1.06208 -1.47602 -2.81624
C -0.48423 1.71687 2.37338
C 1.62613 -2.32954 -0.58416
C -1.92987 -4.21243 0.00774
C -4.66131 0.91155 -0.07902
C 0.56042 2.89101 -3.71095
C 2.08875 0.35229 1.69938
C -2.84225 -2.24771 -0.26750
C -0.89963 1.59943 -2.34007
C 0.68114 2.19010 1.50429
C 0.06500 -3.30064 -3.85219
C 1.60832 2.43601 -2.91910
C 2.30015 -0.96259 1.18948
C -3.61745 1.88489 2.34594
C 3.37167 -1.80684 1.47235
C -0.53239 -1.82105 3.23038
C -0.94591 -2.34759 -3.87425
C -2.77906 1.36446 1.36964
C -4.13829 -4.15658 -1.20684
C 0.90699 -3.32369 -2.76457
C 1.34382 1.58926 -1.86492
C 3.53530 -2.95407 0.72913
C -0.36642 -0.67736 5.31506
C -0.33544 0.45524 3.21414
C -1.11647 -3.25986 0.53224
C 1.13527 2.93322 2.74660
C -4.98356 1.90387 2.11439
C -0.71512 2.43925 -3.42117
C 2.19233 2.10559 3.43215
C -5.50461 1.41857 0.90667
C 2.65548 0.96506 2.88409
C 0.73937 -2.40343 -1.73374
H 0.18792 -3.99584 -4.67135
H -1.86790 -0.76313 -2.82074
H -0.19635 1.46289 5.08206
H -5.08743 -3.83197 -0.78665
H -0.66694 -2.73872 2.68179
H -4.10243 -3.87759 -2.25910
H 2.14364 1.21991 -1.23921
H -0.63069 -2.80880 5.11679
H 0.31370 2.87053 0.74281
H -4.06910 -5.23707 -1.12695
H -5.08127 0.59420 -1.02142
H 0.74350 3.58392 -4.52077
H -1.58476 2.72492 -3.99711
H -0.33165 -0.67331 6.39606
H 1.70920 -4.04564 -2.71794
H -0.16584 -3.41565 1.00707
H 1.43548 3.97326 2.63869
H 3.45310 0.43381 3.38888
H 2.83882 -4.04702 -0.98357
H 2.62971 2.48526 4.34747
H -3.57257 -1.50003 -0.52985
H 2.62807 2.73417 -3.11633
H 4.08709 -1.52943 2.23396
H -3.20793 2.27793 3.26785
H -1.63277 -2.26765 -4.70495
H 4.35830 -3.62600 0.92864
H -1.82972 -5.28370 -0.02836
```

Here are the Löwdin charges for atoms 1 to 6, given in e: 1.835 0.725 0.732 0.024 0.134 -0.003

---

## B
Here is a structure of composition C37H27Cl2N9O2W from OMol25. Energies are from ωB97M-V with the def2-TZVPD basis set.

Results
Lowest unoccupied orbital energy (alpha / beta) ... -7.45 / -7.46 eV
Charge ... +2
Kohn-Sham gap (alpha / beta) ... 5.57 / 5.56 eV

Geometry as XYZ:
```
78
C37H27Cl2N9O2W, DFT ωB97M-V with the def2-TZVPD basis set
W 0.26687 -0.36807 -0.01832
Cl -4.38952 -4.40775 -3.20499
Cl -5.74448 -3.79020 -0.42765
O -2.98240 -0.31190 2.16310
O -0.08817 -2.16047 -3.72239
N 0.35601 1.87019 0.41249
N 1.36468 0.55474 -1.30890
N 1.93302 -1.28199 -0.34393
N -1.39044 0.67033 -1.14447
N -2.93790 1.16146 -2.61825
N -1.40895 -1.29507 0.73791
N 1.37651 0.45351 2.25824
N 0.57352 -0.79065 2.14629
N -0.29664 -1.72288 -1.47598
C -2.30427 -2.99711 -2.33007
C -3.56850 -3.47049 -2.02697
C -3.50270 -2.45278 0.15168
C -1.80984 0.48865 -2.39231
C 0.26080 -0.67384 4.96194
C -2.32787 1.50089 -0.54902
C 3.77912 -0.13748 -1.51505
C 0.03914 3.73443 1.81912
C -3.70143 1.14253 -3.86428
C 1.85267 1.11011 -4.03626
C 0.94210 -1.93589 2.94401
C 2.32480 -0.48990 -1.51840
C 1.50120 2.13603 -3.05319
C 0.25229 4.55517 0.70961
C -2.23019 -1.97698 -0.14901
C -4.17677 -3.20101 -0.78853
C 1.85320 -1.19278 -2.79182
C 2.44848 0.62589 4.37023
C 1.09776 0.67757 4.99360
C 0.82257 -1.87033 4.26464
C -0.02338 1.37835 4.16575
C 1.20978 1.82791 -1.77695
C 4.12641 -2.14280 -0.21161
C -0.65805 -0.08256 2.63125
C -1.60272 -2.24037 -1.38787
C 0.12294 2.37270 1.63182
C 2.82205 -2.26570 0.07743
C -3.28375 1.80866 -1.45854
C 0.40794 -1.75271 -2.70199
C 0.61029 4.01845 -0.51716
C 0.18994 1.26952 2.65071
C 1.96726 -0.23361 -3.96441
C 4.62674 -0.97720 -0.91995
C 2.55566 0.46435 3.05877
C 0.68814 2.63855 -0.64339
C -0.83312 0.05723 4.15225
C -1.85435 -0.58130 1.84285
H 3.48888 0.38522 2.51800
H 1.28952 -2.80535 2.41104
H -0.14442 4.15722 2.79653
H -1.86913 -0.01936 4.46846
H -4.30393 0.23819 -3.91948
H 2.01755 1.51470 -5.02840
H 1.42298 3.15482 -3.40842
H -2.27805 1.80293 0.48163
H 2.17382 -0.73278 -4.90250
H -4.17228 2.40967 -1.37805
H 3.33530 0.69384 4.98687
H 2.48167 -2.06669 -2.98932
H -1.88213 -3.24200 -3.28793
H -0.06548 -0.94183 5.96292
H 1.13991 1.06305 6.00821
H -1.33825 -0.10358 -3.15941
H -0.41213 2.31521 4.55326
H 1.10566 -2.73739 4.84773
H 0.19897 5.62941 0.82561
H -3.02010 1.18339 -4.71001
H 5.69421 -0.80722 -0.95201
H 2.42318 -3.09126 0.64905
H 0.86284 4.66277 -1.34745
H -3.96297 -2.23454 1.10265
H 4.81769 -2.89276 0.14515
H 4.09187 0.73896 -2.06648
H -4.35162 2.01196 -3.88965
```

Here are the Löwdin charges for atoms 1 to 6, given in e: 1.982 0.748 0.744 0.148 0.115 0.019

---

What should be chosen as the most stable of them? Choose A.